Record 1
{
  "formula": "C28H48BN2O18",
  "method": "ωB97M-V/def2-TZVPD",
  "species": ["C", "C", "B", "N", "C", "C", "N", "H", "H", "H", "H", "H", "H", "H", "H", "H", "H", "H", "H", "C", "C", "C", "O", "C", "O", "O", "H", "H", "H", "H", "H", "H", "C", "C", "C", "O", "C", "O", "O", "H", "H", "H", "H", "H", "H", "C", "C", "C", "O", "C", "O", "O", "H", "H", "H", "H", "H", "H", "C", "C", "C", "O", "C", "O", "O", "H", "H", "H", "H", "H", "H", "C", "C", "C", "O", "C", "O", "O", "H", "H", "H", "H", "H", "H", "C", "C", "C", "O", "C", "O", "O", "H", "H", "H", "H", "H", "H"],
  "coordinates": [[2.25756, 1.37805, 0.12578], [1.31439, 0.89557, -0.98720], [-0.18196, 0.51938, -0.40620], [-0.07753, -0.39014, 0.89245], [-0.99753, 1.89045, 0.01915], [-2.49135, 1.94869, -0.04149], [-3.23414, 1.21274, -0.77195], [1.91056, 0.94400, 1.07189], [2.23111, 2.46669, 0.24670], [3.31162, 1.11821, -0.00264], [1.76242, 0.05246, -1.52695], [1.19220, 1.68066, -1.74474], [-0.79738, -0.05624, -1.28920], [0.78984, -0.91538, 0.93898], [-0.15538, 0.13552, 1.75835], [-0.66300, 2.73281, -0.61065], [-0.73782, 2.19946, 1.04763], [-2.94958, 2.72990, 0.59072], [-4.20915, 1.48211, -0.62731], [5.22805, 1.72785, 4.52344], [5.44154, 2.71014, 3.40371], [4.23233, 3.50890, 2.94754], [4.53270, 3.74439, 1.56478], [5.28263, 2.71367, 1.13565], [5.45234, 2.40302, -0.00042], [5.77481, 2.01400, 2.18818], [6.06607, 1.03300, 4.56935], [5.15984, 2.25871, 5.47356], [4.30586, 1.16797, 4.37280], [6.26650, 3.39531, 3.62744], [4.09678, 4.44871, 3.47326], [3.30310, 2.93899, 2.98149], [1.41681, -0.90500, 5.23414], [0.87845, 0.43623, 5.64869], [-0.44695, 0.86077, 5.03769], [-0.31973, 2.29125, 5.01941], [0.99066, 2.59533, 4.93723], [1.42213, 3.66674, 4.64270], [1.74236, 1.49798, 5.17678], [2.47155, -0.98071, 5.49726], [0.87316, -1.69581, 5.75116], [1.31255, -1.04960, 4.15874], [0.82766, 0.52972, 6.73818], [-1.32593, 0.58329, 5.61042], [-0.54175, 0.50588, 4.00887], [-2.08650, -2.46403, 2.50365], [-1.53613, -2.91575, 3.82086], [-2.34792, -3.90913, 4.63247], [-1.96606, -3.60455, 5.98235], [-1.57187, -2.30633, 6.01431], [-1.35163, -1.70159, 7.02111], [-1.46329, -1.81621, 4.77648], [-1.55415, -1.57247, 2.16064], [-1.91767, -3.23031, 1.74663], [-3.15656, -2.25481, 2.56716], [-0.51220, -3.28463, 3.70639], [-2.12800, -4.95294, 4.42846], [-3.41798, -3.71589, 4.51881], [7.75525, 0.26901, -1.54118], [6.87922, -0.95012, -1.47085], [5.86883, -0.99126, -0.33706], [5.71329, -2.40730, -0.13557], [6.85500, -3.00993, -0.51897], [7.13148, -4.15064, -0.30725], [7.65135, -2.14093, -1.17947], [8.63161, 0.08713, -2.16233], [7.18056, 1.09968, -1.94870], [8.09768, 0.54967, -0.54421], [6.37381, -1.12726, -2.42443], [4.90728, -0.54823, -0.57899], [6.26860, -0.54234, 0.57462], [-3.56759, 1.31697, -6.60182], [-2.88135, 0.41819, -5.60895], [-3.11820, 0.69316, -4.13224], [-1.91806, 0.20277, -3.55167], [-0.92613, 0.28675, -4.44841], [0.23590, 0.16036, -4.24810], [-1.45441, 0.56039, -5.69040], [-3.10499, 1.20242, -7.58230], [-4.61415, 1.02785, -6.66801], [-3.49029, 2.36291, -6.30404], [-3.11109, -0.63408, -5.82087], [-3.97285, 0.18389, -3.69792], [-3.20104, 1.76482, -3.93161], [-8.77418, -3.13386, -5.96722], [-8.34054, -1.71931, -6.23752], [-7.01050, -1.53045, -6.94965], [-6.57642, -0.26808, -6.44337], [-7.13457, -0.08515, -5.21826], [-6.83002, 0.77670, -4.46347], [-8.08172, -1.02532, -5.00153], [-9.56978, -3.14146, -5.22401], [-9.15353, -3.58652, -6.88381], [-7.94250, -3.73069, -5.59263], [-9.12019, -1.15862, -6.76292], [-7.07227, -1.48098, -8.03288], [-6.29200, -2.29713, -6.64665]],
  "forces_ev_per_a": [[-0.046, 0.167, 0.101], [-0.025, 0.242, 0.148], [-0.040, -0.209, -0.045], [-0.445, -0.245, 0.013], [-0.080, 0.099, 0.096], [0.108, -0.165, -0.089], [-0.161, 0.126, 0.079], [0.266, 0.065, 0.082], [-0.054, -0.009, -0.005], [-0.023, -0.054, -0.094], [-0.063, -0.096, 0.108], [0.125, -0.052, -0.050], [0.052, -0.091, 0.170], [-0.005, 0.015, 0.024], [0.271, 0.145, -0.067], [0.030, -0.036, 0.030], [0.096, 0.112, -0.073], [-0.060, -0.067, 0.022], [0.019, 0.023, -0.022], [-0.077, -0.010, -0.019], [-0.133, 0.132, -0.069], [-0.163, -0.079, 0.120], [0.204, 0.108, -0.109], [-0.370, -0.397, -0.028], [0.426, 0.244, -0.073], [0.127, 0.024, -0.071], [0.022, 0.019, 0.039], [-0.037, -0.016, 0.004], [0.007, -0.018, -0.003], [0.056, -0.074, 0.005], [0.012, 0.074, -0.109], [0.040, -0.056, 0.176], [0.098, -0.057, -0.070], [-0.279, 0.047, 0.126], [0.036, -0.052, -0.061], [0.102, 0.184, 0.025], [-0.266, -0.214, -0.443], [0.154, 0.047, 0.276], [0.111, 0.122, 0.067], [0.013, -0.008, 0.029], [0.131, 0.113, -0.002], [0.029, 0.030, -0.054], [0.046, -0.086, -0.028], [0.108, 0.056, 0.046], [-0.032, 0.018, 0.031], [-0.186, 0.118, 0.127], [0.126, -0.248, 0.097], [-0.059, 0.109, -0.092], [0.000, 0.160, 0.051], [-0.200, -0.358, 0.180], [0.010, 0.041, -0.091], [-0.084, 0.014, -0.148], [0.034, -0.058, -0.273], [-0.008, -0.004, 0.013], [0.013, 0.014, 0.032], [0.028, 0.058, -0.023], [0.053, 0.013, -0.007], [-0.002, -0.067, 0.006], [0.077, 0.028, 0.217], [-0.154, -0.058, 0.070], [-0.046, 0.126, -0.198], [0.059, -0.017, 0.117], [0.046, -0.062, 0.011], [-0.027, 0.049, 0.001], [0.029, 0.028, -0.067], [-0.082, -0.032, -0.112], [0.029, 0.030, 0.030], [-0.002, 0.018, -0.008], [0.024, 0.010, -0.017], [-0.029, -0.044, 0.014], [-0.026, 0.024, -0.002], [0.073, -0.008, 0.048], [0.082, -0.116, 0.107], [-0.069, 0.132, -0.190], [0.214, -0.115, 0.206], [-0.121, 0.205, -0.297], [-0.062, -0.106, -0.037], [0.026, -0.029, 0.040], [-0.029, -0.024, -0.023], [-0.032, 0.160, -0.028], [-0.008, 0.000, 0.011], [-0.021, 0.018, -0.061], [0.054, -0.062, 0.034], [-0.016, -0.009, 0.027], [0.055, -0.016, 0.015], [0.065, 0.159, -0.088], [-0.030, -0.138, 0.100], [0.038, -0.001, -0.006], [0.030, 0.028, -0.026], [-0.025, -0.039, -0.016], [-0.076, 0.006, 0.048], [-0.029, -0.006, -0.028], [0.027, -0.029, 0.004], [-0.014, -0.003, 0.028], [-0.050, -0.043, 0.037], [-0.044, 0.037, -0.003], [0.005, -0.013, -0.061]],
  "total_charge": -1,
  "homo_lumo_gap_ev": 5.55,
  "e_lumo_ev": 1.8,
  "homo_ev": -3.783,
  "largest_force_ha_per_bohr": 0.0109
}



Record 2
{
  "formula": "C5H7F3N3S2",
  "method": "ωB97M-V/def2-TZVPD",
  "species": ["C", "C", "C", "C", "C", "N", "N", "N", "F", "F", "F", "S", "S", "H", "H", "H", "H", "H", "H", "H"],
  "coordinates": [[-1.09529, 0.29929, 1.43598], [0.25084, -1.43907, -0.93818], [1.26047, -0.36554, -1.04639], [1.74886, -0.08942, -2.46783], [-1.60997, 0.59576, 2.86987], [-1.92274, -0.28420, 0.65725], [-0.95053, 1.03989, -1.19881], [0.11830, 0.72894, 1.15298], [-0.59761, 0.38747, 3.74751], [-1.90314, 1.87012, 3.01303], [-2.59436, -0.17998, 3.24099], [-1.59374, -0.38146, -0.93866], [0.47895, 1.23286, -0.57248], [0.32701, -1.89252, -1.85392], [0.19209, -1.97409, 0.05084], [2.08240, -0.46962, -0.31823], [1.04720, 0.47631, -2.94877], [1.49215, -0.99454, -3.09372], [2.75119, 0.17603, -2.67153], [0.51792, 1.26379, 1.88005]],
  "forces_ev_per_a": [[-1.251, 1.165, 2.991], [2.992, 0.547, 2.678], [1.471, 0.149, 0.642], [-0.794, -3.575, -0.182], [1.424, -0.469, 0.635], [-0.501, -2.407, -3.531], [0.450, 1.291, -1.401], [1.199, 0.455, -2.297], [0.373, -0.253, -0.245], [-0.728, 0.750, -0.391], [-0.548, -0.018, -0.441], [-3.902, 0.132, 2.099], [-0.072, -0.210, 2.122], [-1.048, -2.023, -1.792], [-0.232, 0.387, -1.406], [-0.250, -0.021, -0.234], [-1.472, 2.612, -1.217], [0.999, 0.297, 0.765], [0.918, 0.488, 0.277], [0.972, 0.703, 0.927]],
  "total_charge": 1,
  "homo_lumo_gap_ev": [6.33, 6.53],
  "spin_multiplicity": 3,
  "e_lumo_ev": [-4.4, -8.7],
  "homo_ev": [-10.751, -15.180],
  "largest_force_ha_per_bohr": 0.0862
}



Record 3
{
  "formula": "C4H6OS",
  "method": "ωB97M-V/def2-TZVPD",
  "species": ["C", "C", "C", "C", "H", "H", "H", "H", "H", "H", "O", "S"],
  "coordinates": [[0.37747, 0.54606, 1.17015], [-0.76660, 0.37300, -0.90969], [-0.46989, -0.91844, -0.35200], [0.90124, -0.50195, 0.19622], [-0.02085, 0.04669, 2.02621], [1.18084, 1.32632, 1.48730], [-1.75868, 0.65255, -1.33667], [-0.02919, 0.53335, -1.80073], [-1.13948, -1.12039, 0.46553], [1.45049, -0.02581, -0.61692], [-0.40743, 1.31338, 0.14893], [0.68208, -2.22476, -0.47833]],
  "forces_ev_per_a": [[3.203, 1.659, -1.232], [0.449, 2.516, -4.155], [-0.005, -0.432, 1.008], [0.029, -0.988, -0.603], [-1.300, 0.321, 0.526], [-1.371, -1.517, -0.349], [0.417, -0.431, 0.889], [-1.282, -0.038, 1.192], [-0.331, -0.238, 0.303], [0.061, 0.012, 0.498], [-0.472, -1.242, 1.374], [0.601, 0.379, 0.548]],
  "homo_lumo_gap_ev": 9.83,
  "e_lumo_ev": 0.6,
  "homo_ev": -9.245,
  "de_lowest_kj_mol": 409.3,
  "largest_force_ha_per_bohr": 0.0949
}